C3H12O2S2 | the ωB97M-V functional and the def2-TZVPD basis

Structure (XYZ):
```
19
Properties=species:S:1:pos:R:3:forces:R:3:lowdin_charge:R:1
C -0.47069 0.99597 -1.99200 4.02 1.42 -0.50 -0.109
C 0.13086 -0.09005 -1.15286 -0.23 -2.26 0.84 -0.393
C 1.45849 0.26151 -0.48415 -1.77 3.10 0.93 -0.650
S 2.10171 -1.10487 0.51762 0.07 1.76 1.78 0.452
S 2.86257 0.16630 2.14369 -0.57 -1.47 -1.22 0.333
H 0.41952 1.81878 -2.11423 -2.22 -1.82 -0.50 0.129
H -0.83898 0.58107 -2.91264 -0.16 0.41 -0.52 0.065
H -1.18661 1.49926 -1.43741 -1.68 0.94 0.79 0.038
H 0.42236 -0.97482 -1.72391 -0.40 -0.05 -0.65 0.088
H -0.66592 -0.51455 -0.47435 1.09 0.62 -0.08 0.106
H 1.29123 1.38622 -0.01336 0.73 -3.15 -0.23 0.134
H 2.18024 0.44545 -1.24453 0.57 0.14 -0.81 0.041
H 4.00183 0.23731 1.46901 0.52 0.32 0.19 -0.232
O -1.82737 -2.85098 0.58478 0.13 -0.12 -0.50 -0.062
H -1.12668 -3.27439 1.07971 0.18 -0.04 0.55 0.027
H -1.52279 -3.01636 -0.31695 -0.31 0.19 -0.05 0.033
O -2.02141 1.49079 2.72332 -0.49 1.88 0.07 -0.074
H -2.67319 2.24379 2.72164 0.98 -1.31 0.00 0.061
H -2.53518 0.69958 2.62661 -0.48 -0.58 -0.10 0.013
```
Forces are in eV/Å.

Results
calculated total energy: -1068.2971 a.u.
multiplicity: 1
lowest unoccupied orbital energy: 0.08 eV
highest occupied orbital energy: -0.335 Ha
total charge: 0
orbital gap: 0.33755 Eh
SMILES: CCCSS.O.O



C35H35HgN8O3S3 | the ωB97M-V functional and the def2-TZVPD basis

Structure (XYZ):
```
85
Properties=species:S:1:pos:R:3:forces:R:3:lowdin_charge:R:1
Hg -24.71452 -12.23639 -7.57679 0.31 0.90 0.51 0.890
N -28.76476 -13.83403 -7.79865 -0.85 0.55 -1.78 0.008
C -27.68474 -13.09123 -7.38094 1.32 -1.91 3.64 -0.921
S -27.07032 -11.87008 -8.38762 -0.09 0.39 -0.63 0.505
N -27.22733 -13.48308 -6.14352 -2.95 -0.58 -2.91 -0.092
N -26.02340 -13.12703 -5.76384 2.20 -0.53 3.54 -0.118
C -25.64665 -13.59193 -4.53656 -2.02 1.98 -3.88 -0.074
C -24.42680 -13.30260 -3.87050 -0.16 0.53 -0.46 -0.200
C -24.53010 -13.43720 -2.51122 -0.04 -0.58 1.56 -0.126
C -23.40254 -13.32349 -1.72646 1.19 -0.24 1.49 -0.161
C -22.18586 -12.89891 -2.33535 0.09 -0.71 -0.31 -0.144
C -22.08318 -12.58971 -3.68067 -0.81 -0.22 0.61 -0.045
C -23.26518 -12.69395 -4.47320 -0.59 1.11 -1.40 -0.378
O -23.36577 -12.13652 -5.62689 0.87 -0.70 0.60 -0.166
H -28.88421 -13.84315 -8.82344 0.02 0.07 1.15 0.068
H -29.07607 -14.66217 -7.31319 0.60 0.21 0.23 0.070
H -26.42021 -14.09227 -3.93573 0.13 0.01 -0.43 0.098
H -25.53450 -13.60550 -2.03133 1.14 -0.26 -0.60 0.113
H -23.41742 -13.72819 -0.67052 0.06 0.96 -1.14 0.084
H -21.21965 -12.88845 -1.83839 -0.31 0.03 0.68 0.075
H -21.15118 -12.20706 -4.09824 -0.38 -0.09 -0.05 0.099
C -13.91756 -3.32941 -8.32905 -0.01 -1.04 -0.96 -0.094
O -15.25275 -3.00412 -8.04783 -0.18 0.86 0.22 -0.116
C -16.25506 -3.93769 -8.00113 0.21 -0.44 -1.46 -0.272
C -17.41881 -3.53698 -7.34550 0.97 1.33 0.66 -0.028
C -18.43205 -4.43121 -7.16541 -0.47 -0.97 1.39 -0.043
C -18.37880 -5.65312 -7.81114 -0.04 0.30 -1.02 -0.191
C -17.34891 -5.95204 -8.69368 1.42 0.22 -0.14 -0.016
C -16.20479 -5.14481 -8.75209 -1.31 0.78 1.08 0.004
C -19.48651 -6.54747 -7.83108 -2.75 -2.03 -0.79 -0.285
N -19.65315 -7.50307 -8.76222 0.21 0.35 1.36 0.162
C -20.82417 -8.16060 -8.45634 -0.53 2.04 1.92 -0.164
C -21.46693 -7.51256 -7.32585 2.03 -1.28 -2.33 -0.102
N -20.58811 -6.49947 -6.97676 0.41 0.19 -0.17 0.156
C -22.64123 -8.02939 -6.70653 -0.25 0.44 0.17 -0.147
C -23.19085 -7.52617 -5.55355 0.78 1.21 0.56 -0.078
C -24.42542 -8.02205 -5.10271 -0.16 0.14 0.14 -0.114
C -25.02736 -8.99782 -5.86187 0.67 0.11 -0.78 -0.166
N -24.49663 -9.57038 -6.95615 0.05 -0.02 0.55 0.052
C -23.27568 -9.12582 -7.34774 1.10 -1.01 -1.75 -0.173
C -22.56578 -9.83413 -8.43344 -0.34 0.97 2.42 -0.163
N -22.97787 -11.08349 -8.74159 -1.33 -0.97 -0.29 0.020
C -22.38841 -11.79236 -9.66316 -0.31 -1.25 -0.99 -0.178
C -21.29455 -11.34668 -10.39762 0.07 -0.14 -0.86 -0.109
C -20.83154 -10.08067 -10.12645 -0.60 1.16 1.87 -0.036
C -21.35344 -9.35920 -9.00426 0.16 -0.67 -1.88 -0.116
H -13.52623 -2.64605 -9.11277 -0.22 -0.24 0.62 0.095
H -13.84574 -4.36144 -8.74465 0.20 0.70 0.40 0.077
H -13.33050 -3.27161 -7.41129 0.12 0.08 -0.08 0.085
H -17.48745 -2.50115 -6.94353 0.32 -1.00 -0.10 0.127
H -19.16279 -4.35019 -6.33281 0.21 0.66 -1.04 0.122
H -17.44024 -6.84755 -9.30238 0.07 0.12 0.20 0.111
H -15.35810 -5.38408 -9.37701 -0.09 -0.10 -0.02 0.091
H -20.79315 -5.69820 -6.38047 0.02 -0.76 -0.18 0.140
H -22.64666 -6.70696 -5.02209 -0.61 -0.69 -0.35 0.096
H -24.92249 -7.59150 -4.24015 0.02 -0.15 -0.05 0.077
H -26.01787 -9.29599 -5.64334 -0.93 -0.53 0.37 0.088
H -22.83532 -12.77044 -9.98559 0.38 0.83 0.89 0.095
H -20.88857 -11.95795 -11.21282 -0.25 0.32 0.35 0.091
H -20.15157 -9.58196 -10.77324 0.97 0.18 -0.16 0.087
S -23.26286 -16.25184 -10.06475 0.35 -0.29 -0.35 0.354
C -23.69394 -15.10686 -8.99182 -1.49 1.69 1.83 -1.024
N -24.12363 -14.31886 -8.20908 1.35 -1.97 -1.85 -0.044
C -26.51655 -11.43262 -13.07893 -0.18 1.04 1.27 -0.111
C -26.11681 -9.91632 -13.00472 -0.74 -0.22 0.91 -0.267
C -25.92148 -9.53493 -11.49123 -0.75 1.15 0.19 -0.276
S -26.70560 -7.92452 -10.71907 -0.61 -1.22 -0.29 0.881
O -25.95043 -7.86226 -9.43511 0.01 0.65 -0.51 -0.549
C -26.26113 -6.50646 -11.87185 3.23 -1.39 0.08 -0.350
C -25.18224 -5.56408 -11.29882 -0.28 0.20 0.97 -0.314
C -23.73105 -6.12413 -11.22681 -1.27 -0.26 1.13 -0.102
H -26.37820 -11.87951 -14.03883 0.00 -0.14 -0.78 0.046
H -27.55694 -11.58024 -12.72964 0.45 0.13 -0.29 0.080
H -25.89495 -11.97129 -12.36363 0.08 -0.14 -0.08 0.071
H -26.91597 -9.29091 -13.48683 0.73 -0.41 0.42 0.099
H -25.18213 -9.76167 -13.52907 0.13 0.15 -0.22 0.085
H -24.92399 -9.30717 -11.08912 0.12 -0.61 -0.61 0.072
H -26.37908 -10.32073 -10.84908 0.24 0.71 -0.20 0.040
H -27.10970 -5.93552 -12.10981 -1.42 0.31 -0.27 0.044
H -25.79412 -6.97111 -12.76165 -0.66 0.13 0.03 0.076
H -25.49746 -5.36350 -10.25052 0.21 0.28 -0.57 0.097
H -25.24011 -4.60266 -11.88854 0.21 -0.87 0.61 0.108
H -23.66818 -6.96823 -10.45580 -0.07 1.08 -1.19 0.091
H -23.08256 -5.30255 -10.89997 0.10 -0.34 -0.16 0.064
H -23.47472 -6.45883 -12.21904 0.54 -0.29 -0.28 0.054
```
Forces are in eV/Å.

Results
calculated total energy: -3366.4132 a.u.
multiplicity: 2
lowest unoccupied orbital energy (alpha / beta): 3.25 / 3.24 eV
highest occupied orbital energy (alpha / beta): 0.028 / -0.043 Ha
total charge: -2
orbital gap (alpha / beta): 0.09108 / 0.16181 Eh
expectation value of S²: 0.7749



C2H8N5 | the ωB97M-V functional and the def2-TZVPD basis

Structure (XYZ):
```
15
Properties=species:S:1:pos:R:3:forces:R:3:lowdin_charge:R:1
N -2.74746 0.48473 0.11323 -5.63 1.62 1.23 0.103
C -1.74767 -0.15214 -0.39141 0.30 -2.38 -1.70 -0.306
N -0.81494 -0.34361 0.41894 2.45 -0.49 0.64 -0.009
N 0.38401 -0.86910 -0.05760 -1.06 -1.02 -2.05 0.031
C 1.39508 0.03832 0.04271 -0.68 -1.90 0.55 -0.451
N 1.15725 1.22265 0.52684 -1.52 0.61 0.54 0.238
N 2.56743 -0.47021 -0.25399 2.60 -0.16 -0.39 0.196
H -3.54722 0.55793 -0.49470 -0.10 0.17 -0.21 0.108
H -3.13425 0.29014 1.06047 1.32 0.39 -0.76 0.154
H -1.91195 -0.62864 -1.40293 0.82 0.94 0.65 0.172
H 0.32974 -1.59118 -0.89061 0.51 1.97 2.19 0.217
H 1.89539 1.80097 0.86000 0.43 0.40 0.08 0.134
H 0.16581 1.41925 0.80832 1.42 -0.33 -0.33 0.151
H 3.46883 -0.34170 0.20518 -0.63 1.02 -0.09 0.151
H 2.53993 -1.41741 -0.54445 -0.22 -0.83 -0.35 0.111
```
Forces are in eV/Å.

Results
calculated total energy: -354.5186 a.u.
multiplicity: 1
lowest unoccupied orbital energy: -2.90 eV
highest occupied orbital energy: -0.485 Ha
total charge: +1
orbital gap: 0.37825 Eh
SMILES: N/C=N/NC(N)=[NH2+]



> Which of these has the highest calculated total energy?

C2H8N5